A structure of composition C35H57FeO3PSi2 at a distorted geometry, computed with the ωB97M-V functional and the def2-TZVPD basis.

Properties
- Frontier orbital gap (spin up / spin down): 7.36 / 6.32 eV
- Strongest force on any atom: 0.0984 hartree/bohr
- <S²>: 8.779
- LUMO (spin up / spin down): -3.4 / -4.9 eV
- HOMO (spin up / spin down): -0.3948 / -0.4138 Eh
- E_tot: -102784.210 eV

```
! wB97M-V def2-TZVPD RIJCOSX def2/J DEFGRID3
* xyz 1 6
O -0.071 3.401 -1.097
O 0.071 2.312 -3.605
C -1.209 3.681 -0.280
C -1.102 3.404 1.208
H -2.034 3.099 -0.722
H -1.432 4.750 -0.438
H -0.700 2.417 1.439
H -2.103 3.449 1.638
H -0.499 4.176 1.696
C 1.156 3.596 -0.381
C 2.326 3.409 -1.303
H 1.229 2.867 0.449
H 1.164 4.613 0.057
H 2.314 2.415 -1.757
H 3.251 3.489 -0.721
H 2.339 4.184 -2.081
C 0.772 1.532 -4.592
C -0.513 3.522 -4.117
C 2.050 0.995 -4.008
H 1.008 2.158 -5.469
H 0.109 0.714 -4.913
H 2.768 1.808 -3.861
H 2.501 0.283 -4.700
H 1.901 0.498 -3.043
C 0.528 4.575 -4.407
H -1.215 3.854 -3.342
H -1.086 3.289 -5.035
H 1.252 4.645 -3.593
H 0.033 5.544 -4.510
H 1.043 4.360 -5.346
H -0.525 1.654 -2.021
Fe -0.692 -1.292 0.545
C -1.024 0.631 -1.682
Si -2.671 0.417 -2.631
H -0.337 -0.180 -1.953
H -1.145 0.697 -0.583
C -3.704 1.986 -2.456
C -3.625 -1.097 -2.044
C -2.342 0.155 -4.466
C -2.058 -0.081 1.344
Si -2.779 -1.743 1.852
H -2.770 0.514 0.731
H -1.780 0.561 2.199
C -4.526 -1.958 1.167
C -2.964 -1.723 3.720
C -1.697 -3.137 1.133
H -3.259 -0.110 -5.011
H -1.614 -0.656 -4.614
H -1.935 1.064 -4.928
H -4.041 2.145 -1.421
H -4.601 1.948 -3.100
H -3.127 2.872 -2.759
H -3.461 -1.289 -0.975
H -3.288 -1.991 -2.592
H -4.708 -0.988 -2.194
H -3.334 -0.736 4.036
H -2.020 -1.901 4.242
H -3.683 -2.487 4.044
H -1.217 -3.725 1.924
H -0.951 -3.011 0.290
H -2.480 -3.750 0.649
H -5.191 -2.348 1.951
H -4.563 -2.650 0.316
H -4.920 -0.984 0.840
O 1.749 0.336 -0.697
C 1.329 -0.771 -0.417
C 1.954 -2.066 -0.492
C 2.344 -2.688 -1.687
C 2.487 -4.074 -1.696
C 2.303 -4.815 -0.525
C 1.999 -4.176 0.689
C 1.875 -2.788 0.733
P 1.071 -1.814 2.059
C 1.405 -2.878 3.496
C 0.469 -2.954 4.543
C 0.782 -3.671 5.699
C 2.028 -4.290 5.831
C 2.966 -4.201 4.801
C 2.659 -3.498 3.635
C 2.017 -0.316 2.583
C 3.411 -0.354 2.681
C 4.110 0.768 3.141
C 3.424 1.947 3.442
C 2.030 1.991 3.326
C 1.321 0.846 2.953
H 2.480 -2.087 -2.584
H 2.726 -4.583 -2.629
H 2.394 -5.902 -0.537
H 1.838 -4.770 1.592
H -0.484 -2.438 4.454
H 0.049 -3.725 6.507
H 2.277 -4.828 6.746
H 3.948 -4.669 4.896
H 3.392 -3.438 2.829
H 3.947 -1.260 2.400
H 5.193 0.713 3.254
H 3.971 2.831 3.766
H 1.485 2.915 3.534
H 0.226 0.863 2.949
*
```

Mulliken population analysis, charges in e, atoms 1 to 5: -0.047, 0.224, 0.386, -1.261, -0.486

---

A cluster of 2 separate species, C4H11NS2 in total at a distorted geometry, computed with the ωB97M-V functional and the def2-TZVPD basis.

Properties
- Frontier orbital gap: 8.59 eV
- Strongest force on any atom: 0.0841 hartree/bohr
- LUMO: 0.4 eV
- HOMO: -0.3009 Eh
- Relative energy (zero: lowest compared OMol25 entry of this formula, charge and spin): 4.916 eV
- E_tot: -27482.350 eV

```
! wB97M-V def2-TZVPD RIJCOSX def2/J DEFGRID3
* xyz 0 1
C 3.417 0.893 0.307
C -1.775 -0.086 1.605
C 2.896 -0.085 -0.436
C -1.543 0.592 0.283
N -0.592 -0.185 -0.460
S -3.155 0.747 -0.640
S -1.028 -0.629 -1.932
H 3.613 0.853 1.348
H 3.809 1.767 -0.184
H 0.332 -1.040 -2.221
H -2.271 -1.209 1.452
H -0.892 -0.180 2.139
H -2.492 0.440 2.145
H 2.690 0.112 -1.528
H 2.935 -1.077 -0.065
H -1.157 1.596 0.465
H -3.364 -0.528 -0.251
H -1.422 -1.980 -2.028
*
```

Mulliken population analysis, charges in e, atoms 1 to 5: -0.575, -1.146, -0.320, -0.053, -0.257

---

A cluster of 8 separate species, C55H111F6N6O8P in total at a distorted geometry, computed with the ωB97M-V functional and the def2-TZVPD basis.

Properties
- Frontier orbital gap (spin up / spin down): 3.61 / 4.65 eV
- Strongest force on any atom: 0.1893 hartree/bohr
- <S²>: 0.755
- LUMO (spin up / spin down): -10.0 / -10.0 eV
- HOMO (spin up / spin down): -0.4989 / -0.5371 Eh
- Relative energy (zero: lowest compared OMol25 entry of this formula, charge and spin): 0.180 eV
- E_tot: -109713.315 eV

```
! wB97M-V def2-TZVPD RIJCOSX def2/J DEFGRID3
* xyz 3 2
O -1.607 -1.165 -0.207
C -0.282 -1.210 -0.062
O 0.315 -0.386 0.597
O 0.307 -2.124 -0.646
H -1.575 -0.336 0.277
C 2.704 -2.168 8.030
C 1.531 -2.718 7.325
C 1.420 -2.305 5.832
C 2.697 -2.877 5.004
N 2.767 -2.569 3.466
C 3.968 -3.266 2.819
C 4.024 -2.609 1.460
C 3.574 -1.252 1.650
C 3.056 -1.139 3.076
C 1.459 -3.128 2.838
H 2.733 -1.079 8.051
H 3.642 -2.457 7.554
H 2.608 -2.416 9.087
H 0.558 -2.598 7.802
H 1.632 -3.799 7.233
H 1.339 -1.218 5.800
H 0.451 -2.619 5.445
H 2.602 -3.957 5.110
H 3.615 -2.463 5.422
H 3.685 -4.314 2.719
H 4.862 -3.038 3.398
H 3.532 -3.167 0.663
H 5.039 -2.625 1.065
H 2.862 -0.926 0.892
H 4.431 -0.584 1.564
H 2.257 -0.411 3.217
H 3.835 -0.835 3.775
H 1.196 -4.079 3.303
H 1.612 -3.226 1.763
H 0.696 -2.364 2.990
C 2.440 -0.806 -3.303
C 2.624 -2.262 -3.956
C 3.983 -2.669 -3.550
C 4.338 -4.190 -3.803
C 3.373 -4.980 -2.930
C 1.818 -4.661 -3.018
N 1.595 -3.187 -3.275
O 0.293 -2.870 -3.561
C 1.158 -5.062 -1.678
C 1.188 -5.399 -4.205
C 2.503 -2.308 -5.531
H 2.643 -0.841 -2.232
H 1.442 -0.388 -3.436
H 3.062 0.025 -3.635
H 4.026 -2.483 -2.477
H 4.749 -2.035 -3.998
H 5.383 -4.236 -3.498
H 4.391 -4.486 -4.850
H 3.756 -4.758 -1.934
H 3.649 -6.034 -2.902
H 0.115 -4.773 -1.548
H 1.662 -4.685 -0.788
H 1.254 -6.139 -1.544
H 0.127 -5.155 -4.253
H 1.204 -6.481 -4.071
H 1.798 -5.147 -5.073
H 3.209 -1.618 -5.993
H 1.462 -2.095 -5.773
H 2.559 -3.335 -5.893
C -1.950 1.461 3.057
C -1.659 2.186 4.366
C -0.172 2.671 4.363
C 0.182 3.858 3.490
C -0.661 5.099 3.892
C -2.232 4.789 3.871
N -2.557 3.442 4.467
O -3.939 3.152 4.768
C -2.628 4.712 2.316
C -2.970 5.973 4.546
C -1.874 1.379 5.666
H -2.992 1.144 3.099
H -1.380 0.562 2.820
H -1.799 2.157 2.231
H 0.614 1.919 4.299
H 0.023 3.046 5.368
H 0.187 3.614 2.428
H 1.206 4.162 3.704
H -0.544 5.955 3.229
H -0.291 5.381 4.878
H -2.873 5.638 1.795
H -3.319 3.885 2.149
H -1.763 4.312 1.787
H -2.546 6.930 4.240
H -2.749 6.042 5.611
H -4.048 5.949 4.388
H -1.071 0.655 5.809
H -2.831 0.867 5.568
H -1.946 2.013 6.550
C 2.475 2.367 -0.389
C 3.688 3.115 0.163
C 4.872 2.502 -0.616
C 5.137 3.071 -2.083
C 5.149 4.591 -2.054
C 3.810 5.168 -1.480
N 3.570 4.612 -0.158
O 2.706 5.354 0.698
C 2.641 4.799 -2.435
C 4.012 6.625 -1.264
C 3.939 2.945 1.660
H 1.503 2.713 -0.037
H 2.485 1.360 0.026
H 2.339 2.107 -1.439
H 4.806 1.416 -0.553
H 5.745 2.734 -0.006
H 4.435 2.715 -2.836
H 6.086 2.727 -2.494
H 5.240 5.138 -2.992
H 6.051 4.874 -1.512
H 1.666 5.174 -2.124
H 2.457 3.799 -2.826
H 2.833 5.351 -3.355
H 4.554 6.883 -0.354
H 3.078 7.175 -1.155
H 4.567 7.057 -2.096
H 3.025 2.926 2.254
H 4.648 3.658 2.080
H 4.386 1.992 1.939
C -3.709 -2.967 -2.765
C -3.904 -3.954 -1.543
C -2.541 -4.734 -1.370
C -2.400 -5.425 -0.040
C -2.553 -4.410 1.058
C -3.945 -3.606 1.115
N -4.165 -3.078 -0.347
O -5.005 -2.027 -0.541
C -3.858 -2.267 1.997
C -5.022 -4.606 1.629
C -5.099 -4.923 -1.833
H -4.700 -2.568 -2.980
H -3.408 -3.552 -3.634
H -2.950 -2.203 -2.597
H -1.722 -4.018 -1.437
H -2.262 -5.382 -2.202
H -1.481 -5.970 0.174
H -3.268 -6.083 0.007
H -1.767 -3.676 0.876
H -2.413 -4.883 2.029
H -2.986 -1.652 1.774
H -3.801 -2.529 3.053
H -4.681 -1.561 1.885
H -5.172 -5.572 1.147
H -5.972 -4.073 1.579
H -4.820 -4.841 2.674
H -4.652 -5.630 -2.532
H -6.027 -4.566 -2.279
H -5.419 -5.458 -0.939
C -3.678 4.126 -3.496
C -2.165 3.689 -3.844
C -1.251 3.199 -2.614
C -1.745 1.882 -1.985
C -1.581 0.785 -2.965
C -2.312 1.033 -4.385
N -2.166 2.513 -4.828
O -2.440 2.744 -6.118
C -3.811 0.714 -4.236
C -1.640 0.069 -5.437
C -1.373 4.852 -4.471
H -4.145 4.596 -4.361
H -3.838 4.781 -2.639
H -4.267 3.238 -3.270
H -1.198 3.943 -1.819
H -0.195 3.048 -2.840
H -2.799 1.839 -1.710
H -1.157 1.762 -1.075
H -1.962 -0.160 -2.576
H -0.542 0.465 -3.042
H -4.014 -0.324 -4.498
H -4.400 1.298 -4.943
H -4.258 0.859 -3.253
H -2.437 -0.249 -6.109
H -1.187 -0.839 -5.037
H -0.861 0.563 -6.017
H -0.430 4.629 -4.970
H -1.024 5.698 -3.881
H -1.996 5.279 -5.257
P -5.439 1.880 0.374
F -4.229 2.983 0.243
F -4.192 0.792 0.539
F -5.502 2.156 1.954
F -6.498 0.645 0.693
F -6.759 2.840 0.157
F -5.479 1.463 -1.172
*
```

Mulliken population analysis, charges in e, atoms 1 to 5: 0.878, 0.090, -0.539, -0.081, -0.756